An isolated ion of composition C7H10N3 and charge +1 in a non-equilibrium geometry. Source: the Open Molecules 2025 dataset; level of theory: ωB97M-V/def2-TZVPD.

Energy relative to the best compared isomer or geometry (same formula, charge and spin) (kcal per mole): 58.9
Net charge: +1
Total energy (Eh): -436.55254
Multiplicity: 3

Cartesian coordinates (Å):
C: 0.27702 2.37833 -0.76955
C: 1.42148 1.49717 -0.82167
C: -0.95704 1.88578 -0.69906
C: 1.30621 0.17592 -0.72706
C: -1.33870 -0.62829 1.30716
C: -1.26302 0.42303 -0.62025
C: 0.62109 -2.18391 1.18387
N: -2.00563 0.13072 0.55304
N: -0.08955 -0.97830 0.85386
N: 0.02555 -0.47532 -0.49499
H: 0.44819 3.44072 -0.81699
H: 2.39888 1.92899 -0.96822
H: -1.83795 2.50706 -0.66878
H: 2.14123 -0.50388 -0.77800
H: -1.68317 -0.96400 2.26722
H: -1.82740 0.11670 -1.51018
H: 0.35076 -3.01262 0.52018
H: 1.69686 -2.01455 1.14040
H: 0.36303 -2.45772 2.20384
H: -0.04782 -1.26580 -1.15485

Atom charges from the Mulliken analysis, given in e for atoms 1 to 5:
1 C -0.0214
2 C -0.5316
3 C -1.0136
4 C -0.3026
5 C 0.0114